Entry 1:
# C33H40BF3N11OS3V

C33H40BF3N11OS3V as an isolated structure at a distorted geometry (the ωB97M-V functional and the def2-TZVPD basis, OMol25).

Each line ends with the Mulliken spin population.
Positions of all 93 atoms, in Å:
V (-0.41347, 0.38812, -0.02544)  2.129
S (-4.03436, -4.39937, -3.04680)  0.001
S (-2.98225, -1.39401, 0.29318)  -0.006
S (-3.90076, -1.86598, -1.42070)  0.002
F (-4.65263, 4.51573, -3.39543)  0.000
F (-2.99047, 5.86359, -3.06954)  0.000
F (-4.44926, 5.55562, -1.50362)  0.000
O (2.94261, -1.43137, -0.52534)  0.002
N (1.46302, -0.43842, 2.34301)  0.013
N (2.81718, 1.38933, 3.28028)  -0.001
N (2.18694, 1.48193, 0.80485)  -0.020
N (-2.62163, -4.14273, -0.92657)  0.000
N (-0.71387, 1.33496, 1.95311)  0.003
N (-1.40703, 1.81781, -0.63486)  -0.207
N (4.11263, 1.08083, 3.01884)  0.000
N (0.42019, 1.81353, 2.51783)  0.031
N (-0.69900, -0.27029, -1.81530)  -0.045
N (0.50904, -1.08940, 1.63317)  0.011
N (1.36657, 1.34100, -0.27060)  -0.063
C (3.29486, 2.15054, 0.44097)  0.012
C (2.83619, -1.60399, -1.92727)  0.007
C (6.22147, 0.81686, 4.23669)  0.000
C (-1.02675, -2.02597, -3.44481)  0.057
C (-1.54791, 0.61552, -2.64776)  -0.008
C (-3.75609, 4.92041, -2.47606)  0.001
C (-1.72397, 2.07264, 2.41103)  0.001
C (-2.90232, -5.77315, -2.60546)  0.000
C (1.83159, -2.71066, -2.18866)  -0.001
C (-1.86926, 4.14449, -1.00438)  -0.042
C (-1.18157, 3.13409, -0.42277)  0.098
C (1.43771, 2.00665, -2.69764)  0.023
C (-2.61772, -5.57910, -1.12402)  0.000
C (0.45050, -2.47481, -1.54886)  0.019
C (-2.03136, -1.28118, -4.14424)  -0.021
C (2.65567, 1.58125, 4.61472)  0.000
C (1.96778, -1.24165, 3.29625)  0.005
C (0.42004, -2.31417, 2.16150)  0.016
C (-1.22984, 3.05720, 3.28177)  -0.001
C (1.97467, 1.91771, -1.31112)  0.026
C (-3.14674, 1.84382, 2.03278)  -0.001
C (-2.40616, 1.41844, -1.61751)  0.089
C (4.76149, 1.11856, 4.16869)  0.000
C (-3.45851, -3.46362, -1.70613)  -0.002
C (1.33030, -2.45234, 3.21733)  0.003
C (3.20398, 2.43802, -0.90333)  0.003
C (-2.93537, 3.80224, -1.92083)  0.006
C (0.13129, 2.85971, 3.31272)  0.009
C (-0.45034, -1.52282, -2.30652)  -0.067
C (-3.20661, 2.52855, -2.21984)  -0.016
C (-0.51741, -3.38211, 1.71010)  0.008
C (3.87528, 1.43586, 5.22102)  0.000
C (-2.33927, -0.04745, -3.73519)  0.030
B (1.74454, 1.07664, 2.24017)  -0.045
H (6.38886, -0.16851, 4.67462)  0.000
H (1.12091, 1.02985, -3.05984)  0.000
H (2.51272, -0.67616, -2.41177)  -0.002
H (-3.09621, 0.55343, -4.22377)  0.002
H (1.48799, -3.31899, 3.83542)  0.000
H (-3.10040, 0.71083, -1.15755)  -0.043
H (2.21961, 2.38621, -3.35278)  0.000
H (-3.39244, -6.71568, -2.83090)  0.000
H (3.80490, -1.89406, -2.34953)  0.000
H (-0.92744, 1.38990, -3.12421)  -0.011
H (0.59507, -2.12294, -0.53114)  -0.005
H (-3.77046, 1.84725, 2.92684)  0.001
H (2.74319, -0.92108, 3.97012)  0.001
H (-1.79508, 3.80065, 3.81633)  0.000
H (1.72274, -2.84128, -3.26721)  0.000
H (4.10294, 1.53692, 6.26848)  0.000
H (-3.39228, -6.06168, -0.51871)  0.000
H (1.68949, 1.78305, 5.04465)  0.000
H (6.64336, 0.82189, 3.23338)  0.000
H (-2.00374, -5.66800, -3.21099)  0.000
H (-1.64922, -5.99095, -0.84117)  0.000
H (-0.75798, -3.01932, -3.78291)  0.005
H (-3.50131, 2.63704, 1.37092)  0.000
H (-2.39795, -3.71532, -0.03074)  0.000
H (3.71614, -0.89733, -0.31908)  0.000
H (3.91807, 2.96706, -1.50961)  0.000
H (0.59219, 2.69522, -2.73876)  0.000
H (6.74685, 1.54918, 4.84919)  0.000
H (0.89738, 3.40982, 3.83132)  0.000
H (-1.64464, 5.17795, -0.79041)  -0.003
H (-2.56372, -1.74479, -4.96740)  -0.001
H (-0.61091, -4.13003, 2.49684)  0.000
H (-0.14750, -3.87117, 0.80827)  0.000
H (-0.38473, 3.36770, 0.27708)  0.002
H (2.24647, -3.63066, -1.76749)  0.000
H (-0.06186, -3.43817, -1.52437)  0.001
H (4.08115, 2.34713, 1.14036)  0.001
H (-1.49260, -2.94720, 1.51213)  -0.004
H (-3.26292, 0.88782, 1.52923)  -0.001
H (-4.02022, 2.25729, -2.87827)  -0.002

Calculated values
Multiplicity   3
E   -4422.2358 Ha
Relative energy (zero: lowest compared OMol25 entry of this formula, charge and spin)   22.91 kcal per mole
M   821.7 g mol⁻¹
Net charge   0

***

Entry 2:
# C33H40Br63N3PS

C33H40Br63N3PS as an isolated structure at a distorted geometry (the ωB97M-V functional and the def2-TZVPD basis, OMol25).

Each line ends with the Mulliken charge.
Positions of all 141 atoms, in Å:
Br (-1.13471, 10.93841, 4.08350)  -0.053
Br (2.47187, 8.96033, -4.19905)  0.159
Br (4.17528, 13.95140, 1.83001)  -0.017
Br (1.19333, 5.78807, -7.33330)  -0.002
Br (-3.82870, 4.37816, 4.68239)  0.008
Br (4.01099, 10.19682, 1.13037)  0.079
Br (3.35585, 3.39596, -4.03664)  -0.077
Br (-4.43471, -1.49101, -6.35393)  -0.039
Br (-0.21017, 10.01147, -5.64338)  -0.016
Br (-5.72875, -9.99655, 9.89204)  -0.030
Br (-3.78292, -3.27783, 3.89161)  0.035
Br (-7.14982, -1.28440, 3.00555)  0.130
Br (2.89895, -4.32529, -5.78360)  0.031
Br (-12.80159, -6.84145, 3.36241)  -0.020
Br (-1.72623, -1.49288, 7.04118)  -0.026
Br (5.03272, 4.48160, -1.50804)  0.077
Br (-2.09557, 1.07999, 5.13632)  0.014
Br (-2.82267, 2.84596, 2.03203)  0.034
Br (2.00372, 10.25675, 4.34833)  -0.033
Br (2.43284, 11.85480, -5.61506)  -0.028
Br (7.67733, 5.66351, -6.36234)  -0.038
Br (-7.11948, -12.58652, 11.21199)  -0.010
Br (4.16746, 13.04277, -1.26167)  -0.005
Br (11.90372, 3.42303, -2.36678)  -0.029
Br (-1.29628, -2.17267, -6.08910)  0.161
Br (-6.73005, -10.49967, 5.44762)  0.105
Br (11.00785, 5.05762, -7.02084)  0.033
Br (-6.68811, -8.86973, 2.66811)  0.017
Br (-4.79557, -10.80844, 13.92062)  0.020
Br (-4.42623, -13.38131, 15.82548)  -0.007
Br (-5.81249, 4.04075, 2.16538)  -0.024
Br (-2.97315, -3.25831, -8.61770)  -0.019
Br (-0.36260, -12.01362, 8.57503)  -0.029
Br (-10.03074, -7.51693, 4.86264)  -0.008
Br (2.94089, -2.69535, -8.56312)  -0.027
Br (-9.32283, -3.52006, 3.82043)  0.043
Br (3.77619, -4.87585, 0.59929)  0.082
Br (-3.88057, -0.50672, 2.24965)  0.300
Br (-2.53561, -14.24928, 9.38990)  0.002
Br (-4.67637, -0.34621, 6.43622)  -0.034
Br (4.66439, -7.41454, 2.37425)  -0.013
Br (-10.21103, -0.98137, 2.04547)  -0.007
Br (-3.81631, -3.31447, 0.66954)  -0.059
Br (3.36198, 5.33496, -9.67334)  -0.002
Br (6.91001, 14.01030, 0.12638)  -0.001
Br (-8.68636, -10.88328, 8.96966)  -0.027
Br (13.77870, 4.38214, -5.52061)  0.009
Br (6.55245, 8.77235, -0.24666)  -0.066
Br (4.68751, 6.85830, -6.22899)  0.080
Br (13.77518, 5.05533, -8.67195)  -0.042
Br (-8.57980, -11.45867, 2.98931)  -0.028
Br (-7.37637, -12.23464, 15.22052)  -0.018
Br (1.44609, 7.92538, -9.73176)  -0.018
Br (1.89429, 5.16326, -1.77287)  0.042
Br (-3.42381, -11.71059, 7.61495)  -0.004
Br (1.04920, -5.28429, -8.24192)  -0.017
Br (-10.03426, -6.84374, 1.71129)  -0.017
Br (8.76529, 4.10469, -2.63161)  0.031
Br (0.32685, 9.17111, 1.81973)  0.030
Br (6.67130, 7.19571, -3.71198)  0.046
Br (6.83740, -5.17888, 1.55937)  0.008
Br (3.56759, 7.81913, -0.99908)  0.071
Br (10.22685, 2.33739, -4.89538)  0.010
S (-5.27259, -0.91923, -2.27589)  -0.301
P (-3.35046, -1.13740, -2.60998)  0.120
N (-1.24574, 1.39475, -2.44570)  0.056
N (-1.37392, 1.26473, 0.15572)  0.063
N (-2.35454, -0.56745, -1.24071)  0.177
C (-4.34170, 3.26293, 3.17333)  -0.212
C (6.15830, 6.08048, -5.22104)  -0.168
C (2.71778, -4.43286, -7.71746)  -0.336
C (-1.70624, 0.64414, -1.21576)  -0.119
C (-6.91122, -10.60724, 3.51377)  -0.400
C (1.62343, -3.28448, -2.32452)  -0.544
C (-9.01455, -1.63932, 3.43100)  -0.426
C (-11.02618, -7.61853, 3.19442)  -0.312
C (2.24433, -2.12679, 0.16379)  -1.335
C (4.97497, 14.20299, 0.07463)  -0.348
C (4.97267, -5.53380, 1.98482)  -0.366
C (0.90191, 1.83757, -0.93695)  0.532
C (1.61597, 6.05830, -9.21280)  -0.374
C (-5.49311, -11.80064, 15.44152)  -0.328
C (1.88463, -0.42381, -2.19390)  0.747
C (1.30399, -3.27136, -3.95625)  -0.892
C (3.55465, 4.82010, -2.72660)  -0.311
C (-0.06443, 2.30080, -2.17766)  -0.744
C (1.53516, -0.44245, -3.79932)  -0.533
C (-4.39433, -2.38276, 2.27631)  -0.091
C (-6.95338, -11.48306, 9.61867)  -0.222
C (2.21486, 0.96627, -1.38964)  -0.727
C (-2.79311, 0.08779, 6.65722)  -0.324
C (10.42565, 3.76153, -3.58534)  -0.218
C (-2.77435, -1.83417, -7.30766)  -0.408
C (4.69517, 9.30982, -0.46000)  -0.261
C (1.23666, -1.80199, -4.69569)  -0.463
C (-2.22733, -12.36854, 9.00048)  -0.263
C (0.52565, 10.59525, 3.12977)  -0.321
C (1.91913, -1.91403, -1.43910)  0.602
C (12.78326, 4.28053, -7.18883)  -0.395
C (0.14399, 1.03111, 0.27276)  -0.433
C (1.73485, 10.03922, -5.64022)  -0.256
H (2.06265, 9.58366, -6.58046)  0.180
H (2.23418, -1.09128, 0.71148)  0.157
H (-0.35578, 3.44999, -2.06823)  0.170
H (-2.95054, -0.49121, -3.85067)  0.029
H (4.76432, 15.23408, -0.22787)  0.355
H (-6.09878, -11.24581, 3.15157)  0.337
H (4.66585, 10.04311, -1.27268)  0.198
H (5.79761, 5.13198, -4.80961)  0.104
H (1.40497, -2.81878, 0.64914)  0.351
H (-2.45861, -11.81078, 9.91396)  0.284
H (4.74139, -4.97605, 2.89831)  0.340
H (3.79953, 5.73229, -3.28064)  0.358
H (1.32188, 2.84358, -0.45134)  0.289
H (1.68405, -4.33440, -1.76547)  0.172
H (1.51600, 0.59656, -4.35204)  0.152
H (1.01828, -1.62971, -5.84822)  0.812
H (3.53022, -5.07143, -8.07966)  0.352
H (0.77053, 11.50744, 2.57573)  0.343
H (-5.41667, -11.14360, 16.31415)  0.329
H (3.27765, -2.63716, 0.38278)  0.276
H (-6.51999, -12.11459, 8.83613)  0.280
H (-9.24583, -1.08156, 4.34448)  0.338
H (-11.16240, -8.68109, 2.96759)  0.337
H (12.64704, 3.21798, -7.41566)  0.391
H (-5.48881, -2.41439, 2.28801)  -0.010
H (-1.86339, 0.70224, 0.90986)  -0.059
H (1.13634, -4.27184, -4.53955)  0.572
H (2.85692, 1.66122, -2.10046)  -0.128
H (10.67053, 4.67372, -4.13938)  0.207
H (-3.11875, -2.56724, -2.81016)  0.155
H (-2.71667, 0.74483, 7.52986)  0.361
H (-2.52947, -0.92198, -7.86170)  0.429
H (-2.21974, -1.21179, -0.42358)  0.160
H (0.87467, 5.49699, -9.79111)  0.375
H (-1.10870, 0.77781, -3.27603)  0.302
H (0.29284, -0.12899, 0.19584)  0.052
H (-4.70239, 2.31443, 3.58475)  0.185
H (2.82359, 0.68828, -0.42539)  0.356
H (0.61335, 2.25708, -3.15942)  0.138
H (0.51218, 1.45519, 1.32063)  0.333

Calculated values
E   -164347.2374 Ha
Relative energy (zero: lowest compared OMol25 entry of this formula, charge and spin)   310.72 kcal per mole
M   5575.7 g mol⁻¹
Net charge   +1

***

Q: Which formula does entry 2 have?
A: C33H40Br63N3PS